Computed, not measured: 7 unconnected molecules or ions with the total composition C14H45N3O7 at a distorted geometry, with the ωB97M-V functional and the def2-TZVPD basis.

The total energy comes out at -34047.0954 eV. As for the energy relative to the best compared isomer or geometry (same formula, charge and spin): 20.2 kcal/mol. The SMILES is COC[C@H](C)N.COC[C@H](C)N.COC[C@H](C)N.CCO.O.O.O.

Geometry (Å):
C1 -2.39423 -19.22669 0.99896
O1 -3.28509 -18.39619 1.75659
C2 -2.96121 -18.49515 3.11245
C3 -3.97915 -17.73117 3.91836
C4 -3.73174 -17.56261 5.41238
N1 -5.35417 -18.23528 3.85292
H1 -2.55005 -19.09451 -0.07173
H2 -2.56379 -20.28015 1.22161
H3 -1.34502 -19.12494 1.27628
H4 -2.83888 -19.53761 3.40640
H5 -1.99248 -18.01796 3.26064
H6 -3.84734 -16.74180 3.48032
H7 -3.62635 -18.54639 5.86975
H8 -4.61826 -17.13931 5.88462
H9 -2.90981 -16.88527 5.64417
H10 -5.49908 -18.13068 2.85885
H11 -5.86839 -17.48854 4.29797
C5 -14.64952 -19.70052 0.64192
O2 -13.51047 -18.90447 1.20673
C6 -12.21988 -19.46476 0.92617
C7 -11.22912 -18.33806 1.16548
C8 -11.38442 -17.28449 0.07739
N2 -9.91454 -18.73680 1.12901
H12 -15.57263 -19.40079 1.13801
H13 -14.39771 -20.73316 0.88352
H14 -14.70747 -19.60143 -0.44202
H15 -11.93609 -20.23249 1.64601
H16 -12.08705 -19.93071 -0.05022
H17 -11.39395 -17.84105 2.12147
H18 -11.51558 -17.77470 -0.88728
H19 -10.63032 -16.53883 0.32923
H20 -12.29463 -16.69205 0.17039
H21 -9.80154 -19.54331 1.72640
H22 -9.80404 -19.01462 0.16427
C9 -3.54271 -24.46097 0.15803
O3 -4.33917 -23.65291 1.06704
C10 -4.88047 -22.53460 0.37362
C11 -5.64170 -21.53627 1.39167
C12 -6.59015 -22.27518 2.31517
N3 -6.32603 -20.39730 0.85835
H23 -2.82369 -23.73171 -0.21519
H24 -4.04729 -24.92028 -0.69198
H25 -2.99516 -25.17590 0.77215
H26 -4.14329 -21.99664 -0.22243
H27 -5.66116 -22.81227 -0.33455
H28 -4.86911 -21.04893 1.98638
H29 -7.40350 -21.68255 2.73389
H30 -6.20677 -22.83473 3.16842
H31 -7.14427 -22.99919 1.71779
H32 -5.67414 -19.88424 0.28223
H33 -6.59569 -19.80074 1.62744
C13 -13.22866 -19.04486 4.51625
C14 -12.42018 -20.13314 5.21755
O4 -13.24878 -20.86558 6.04251
H34 -13.84128 -19.47681 3.72490
H35 -12.56506 -18.31795 4.04792
H36 -13.96884 -18.62388 5.19669
H37 -11.67844 -19.60406 5.81587
H38 -12.06911 -20.66779 4.33495
H39 -12.77159 -21.22243 6.79521
O5 -8.70254 -18.83951 6.87188
H40 -9.06573 -17.95455 6.90591
H41 -9.36949 -19.38865 7.28403
O6 -8.85272 -17.24473 3.22622
H42 -8.56555 -17.99250 3.75024
H43 -9.26347 -17.63568 2.45507
O7 -8.37588 -19.57315 4.17760
H44 -8.79538 -19.47982 5.03290
H45 -7.48975 -19.87547 4.37662

natural (NBO) atomic charge list, values in e, 8 entries: number 1, C, carries -0.259; number 2, O, carries -0.544; number 3, C, carries -0.063; number 4, C, carries -0.075; number 5, C, carries -0.606; number 6, N, carries -0.831; number 7, H, carries 0.196; number 8, H, carries 0.168

***

Computed, not measured: a molecular structure, C14H46BClFeO16P2 at a distorted geometry, with the ωB97M-V functional and the def2-TZVPD basis.

As for the net charge: +1. The total energy comes out at -114184.9100 eV. The spin multiplicity is 6.

Geometry (Å):
Fe1 -0.41363 -1.87290 -0.68867
Cl1 0.76444 -3.72685 0.16321
B1 1.04263 -0.34188 -0.75213
H1 1.87681 0.39263 -0.46618
H2 0.49866 0.02525 -1.69543
H3 1.50504 -1.37165 -0.85755
H4 0.29218 -0.33964 0.09904
C1 2.06083 1.30611 2.18894
O1 2.08451 2.74185 2.04475
P1 1.20836 3.47157 0.92094
O2 -0.24669 3.44896 1.11047
O3 1.88674 4.90547 0.79064
C2 1.68243 5.93953 1.75008
O4 1.63347 2.78371 -0.45041
C3 2.90139 2.87140 -1.08218
H5 2.03303 1.07003 3.24912
H6 2.93795 0.96996 1.64186
H7 1.15745 0.87229 1.75650
H8 1.10438 6.76833 1.34437
H9 2.65186 6.32027 2.07016
H10 1.16452 5.53122 2.62030
H11 2.96016 3.47163 -1.98720
H12 3.35642 1.89194 -1.22683
H13 3.59438 3.36979 -0.39379
C4 -3.58312 0.79813 -4.53487
O5 -2.68980 0.04200 -3.66743
P2 -2.53149 0.54190 -2.15192
O6 -1.71394 -0.42655 -1.40302
O7 -2.03390 2.02524 -2.25278
C5 -0.69730 2.35704 -2.64936
O8 -4.05550 0.68413 -1.71388
C6 -4.50360 1.62540 -0.71660
H14 -4.32544 0.06938 -4.85762
H15 -3.03933 1.09955 -5.42646
H16 -4.04869 1.61880 -4.00186
H17 -0.10449 2.61707 -1.77642
H18 -0.69124 3.18559 -3.35795
H19 -0.23358 1.55539 -3.22802
H20 -5.33945 2.18844 -1.13784
H21 -3.69812 2.30303 -0.45218
H22 -4.93538 1.04622 0.09935
C7 4.89950 -0.63200 -0.08720
C8 4.59569 -1.84682 0.78396
O9 3.26499 -1.82523 1.33934
O10 4.10916 -0.66004 -1.29723
H23 5.91906 -0.65005 -0.46601
H24 4.68376 0.32561 0.39224
H25 5.34611 -1.88677 1.58075
H26 4.58391 -2.79207 0.23745
H27 2.86625 -2.69444 1.21650
H28 3.19409 -0.73847 -0.98826
C9 -0.96813 -2.97461 -3.35403
C10 -1.82027 -3.76640 -2.37821
O11 -2.11093 -3.02418 -1.19846
O12 0.10286 -2.30945 -2.67337
H29 -1.60725 -2.23424 -3.84818
H30 -0.58065 -3.58922 -4.16800
H31 -1.32705 -4.72700 -2.18500
H32 -2.73010 -4.12024 -2.87036
H33 -2.93216 -3.32241 -0.79803
H34 0.78630 -2.08507 -3.31310
C11 -0.63043 -2.67874 4.45841
C12 0.76202 -2.63374 3.83921
O13 0.71866 -1.66684 2.77570
O14 -1.60477 -3.09450 3.51404
H35 -0.83247 -1.70055 4.88897
H36 -0.61282 -3.46220 5.22354
H37 0.98540 -3.64273 3.47724
H38 1.47793 -2.42900 4.63774
H39 1.64204 -1.62051 2.47092
H40 -1.36413 -3.97080 3.19390
C13 -2.35337 0.47781 1.99689
C14 -2.66280 -0.89990 1.43016
O15 -1.46629 -1.59468 1.06212
O16 -2.01857 1.34951 0.92692
H41 -1.46931 0.36305 2.63990
H42 -3.17235 0.87249 2.60560
H43 -3.30940 -0.78746 0.56280
H44 -3.15012 -1.44310 2.23997
H45 -1.04367 -1.89164 1.89457
H46 -1.68366 2.17683 1.31547

Löwdin atomic charge list, values in e, 8 entries: number 1, Fe, carries 0.786; number 2, Cl, carries 0.160; number 3, B, carries -0.410; number 4, H, carries 0.025; number 5, H, carries 0.022; number 6, H, carries -0.015; number 7, H, carries 0.015; number 8, C, carries -0.061

***

Computed, not measured: a molecular structure, C14H46BKO14 at a distorted geometry, with the ωB97M-V functional and the def2-TZVPD basis.

The total energy comes out at -60927.5754 eV. As for the energy relative to the best compared isomer or geometry (same formula, charge and spin): 0.0 kcal/mol.

Geometry (Å):
K1 -1.83372 2.13793 -0.06072
B1 -0.34456 -0.36905 0.46058
H1 -1.15868 -0.08438 1.26168
H2 0.04188 -1.47727 0.68076
H3 -0.85407 -0.35679 -0.60546
H4 0.48093 0.48589 0.46706
C1 0.07508 2.87441 3.35286
C2 1.56396 2.96967 3.07910
O1 2.01977 1.90532 2.27094
O2 -0.70133 3.30040 2.21130
H5 -0.24091 3.41784 4.25117
H6 -0.19902 1.84579 3.59070
H7 2.04951 2.87009 4.05325
H8 1.81080 3.93323 2.61950
H9 1.36001 1.72464 1.58757
H10 -0.61960 4.25911 2.22451
C3 0.69415 4.01866 -1.71521
C4 -0.19026 5.17296 -1.30660
O3 -1.54857 4.75805 -1.07764
O4 0.77074 2.99552 -0.75002
H11 1.68357 4.45248 -1.90638
H12 0.33346 3.65565 -2.68741
H13 -0.14847 5.86790 -2.14815
H14 0.20234 5.61536 -0.38551
H15 -2.04554 5.55054 -0.85634
H16 1.23582 2.24560 -1.14587
C5 -2.02561 1.03987 -3.37317
C6 -2.38598 1.35737 -4.79206
O5 -3.14765 0.34951 -5.41898
O6 -3.00189 1.48491 -2.41963
H17 -1.05619 1.46472 -3.10659
H18 -1.88915 -0.04140 -3.27402
H19 -1.46904 1.53066 -5.37150
H20 -2.96679 2.27899 -4.85132
H21 -2.83248 -0.52040 -5.15873
H22 -3.66258 0.80224 -2.27353
C7 -3.13486 -4.38204 0.57571
C8 -2.78624 -2.92241 0.47447
O7 -1.91115 -2.73243 -0.62280
O8 -4.15654 -4.59296 1.54840
H23 -2.26929 -5.00973 0.80633
H24 -3.54514 -4.72854 -0.37453
H25 -2.27315 -2.63893 1.40029
H26 -3.73524 -2.38903 0.34766
H27 -1.39027 -1.93646 -0.42594
H28 -3.81005 -4.31285 2.40184
C9 4.70458 -1.84900 0.94290
C10 3.37326 -1.22770 1.26317
O9 2.37524 -2.17097 0.80480
O10 4.87330 -2.07735 -0.43556
H29 4.76621 -2.79229 1.50964
H30 5.51206 -1.22655 1.33234
H31 3.19727 -0.33429 0.65244
H32 3.22004 -1.00779 2.32108
H33 1.56757 -1.66689 0.62001
H34 4.06411 -2.51545 -0.72475
C11 0.09115 -1.06884 4.04464
C12 0.83199 -2.39288 4.16763
O11 0.11976 -3.32593 4.96964
O12 -1.23671 -1.28026 3.55360
H35 0.62670 -0.39972 3.36443
H36 -0.00572 -0.61619 5.04003
H37 1.82455 -2.22666 4.61404
H38 1.02568 -2.80055 3.17464
H39 -0.07499 -2.88007 5.79947
H40 -1.23401 -0.93995 2.64940
C13 1.33814 -1.31696 -2.69947
C14 1.14678 -1.38783 -4.18562
O13 -0.23170 -1.46398 -4.56927
O14 0.92849 -0.04047 -2.21024
H41 2.39407 -1.48184 -2.45156
H42 0.75137 -2.11120 -2.22322
H43 1.65385 -2.27133 -4.59418
H44 1.53991 -0.52709 -4.72380
H45 -0.65097 -2.25326 -4.21341
H46 0.51997 -0.21736 -1.35041

Löwdin atomic charge list, values in e, 8 entries: number 1, K, carries 0.854; number 2, B, carries -0.403; number 3, H, carries -0.012; number 4, H, carries 0.035; number 5, H, carries -0.006; number 6, H, carries 0.003; number 7, C, carries -0.204; number 8, C, carries -0.234